{"formula": "C5H5FGdLiO4", "method": "ωB97M-V/def2-TZVPD", "total_charge": 3, "fmax_ev_per_a": 3.43, "multiplicity": 9, "total_energy_ev": -37174.40657, "species": ["Gd", "F", "O", "O", "O", "O", "C", "C", "C", "C", "C", "Li", "H", "H", "H", "H", "H"], "xyz": [[0.20570, -0.60152, -2.20593], [1.61098, -2.00285, -1.07875], [0.98500, 2.84608, -1.99189], [0.08223, 1.32584, -0.59609], [0.05099, 3.41637, 0.00688], [-0.92890, -1.80261, -0.73021], [-0.41808, 1.35407, 0.73398], [-0.58444, 2.68833, 0.99703], [0.45183, 2.60285, -0.95973], [-0.18405, -2.07355, 0.42650], [0.99324, -2.78752, -0.08786], [-2.63425, -2.40626, -0.93940], [-1.02836, -1.45659, 1.32280], [-0.81254, 3.20572, 1.92286], [0.33271, -1.65145, 1.31687], [0.14268, 0.65649, 1.35514], [1.73524, -3.31341, 0.50781]]}

=====

{"formula": "C5H5FN", "method": "ωB97M-V/def2-TZVPD", "smiles": "CC1=C(F)[C@@H]1C#[NH+]", "total_charge": 1, "fmax_ev_per_a": 3.39, "de_lowest_kcal_mol": 91.2, "species": ["F", "N", "C", "C", "C", "C", "C", "H", "H", "H", "H", "H"], "xyz": [[-2.62385, -0.96157, -0.22400], [-0.04638, 2.61425, -0.38521], [1.17902, -1.43276, -0.25988], [-0.65306, 0.44677, 0.74324], [-0.11826, -0.86187, 0.02274], [-0.38034, 1.63401, 0.12575], [-1.38948, -0.67361, -0.00542], [0.20572, 3.47318, -0.82721], [-0.71617, 0.50595, 1.82655], [1.64062, -0.92053, -1.10478], [1.06192, -2.48491, -0.51226], [1.84025, -1.33892, 0.60049]]}

=====

{"formula": "C5H5FO", "method": "ωB97M-V/def2-TZVPD", "smiles": "FC1=COCC=C1", "total_charge": 0, "fmax_ev_per_a": 4.47, "de_lowest_kcal_mol": 36.6, "species": ["F", "O", "C", "C", "C", "C", "C", "H", "H", "H", "H", "H"], "xyz": [[-2.29666, -1.00193, -1.20075], [1.06090, 0.20880, -0.95698], [-0.09665, -0.26691, -1.39455], [1.40094, 0.03503, 0.41019], [-1.04259, 0.11943, 0.74187], [-1.12956, -0.51205, -0.57634], [0.15563, 0.41834, 1.27090], [-0.24166, -0.38105, -2.39565], [0.17882, 1.19476, 2.03527], [2.22282, 0.64012, 0.44770], [-1.88033, 0.63504, 1.21059], [1.66834, -1.08958, 0.40775]]}

=====

{"formula": "C5H5FO5S", "method": "ωB97M-V/def2-TZVPD", "smiles": "C/C(CS(=O)(=O)[O-])=C(/F)C(=O)[O-]", "total_charge": -2, "fmax_ev_per_a": 4.11, "de_lowest_kcal_mol": 2.2, "species": ["S", "F", "O", "O", "O", "O", "O", "C", "C", "C", "C", "C", "H", "H", "H", "H", "H"], "xyz": [[-2.25701, -0.73363, 0.22553], [1.38343, -1.82542, -0.93132], [2.97059, 1.15057, -0.00949], [3.54951, -0.85228, 0.79247], [-1.68109, -1.33800, 1.46599], [-2.83759, 0.62111, 0.39001], [-3.20324, -1.64989, -0.38458], [1.41752, -0.60890, -0.38008], [0.17748, 1.40557, 0.52725], [0.28190, 0.05758, -0.22309], [2.80647, -0.03831, 0.13503], [-0.89059, -0.47262, -0.93787], [-0.58518, 1.57880, 1.33624], [0.01882, 2.12275, -0.20281], [-0.84612, -1.35091, -1.50895], [1.16682, 1.61091, 1.09615], [-1.47171, 0.32268, -1.39047]]}

=====

{"formula": "C5H5FS2", "method": "ωB97M-V/def2-TZVPD", "smiles": "C=C(F)C(=C)C(=S)S", "total_charge": 0, "fmax_ev_per_a": 1.76, "de_lowest_kcal_mol": 23.3, "species": ["S", "S", "F", "C", "C", "C", "C", "C", "H", "H", "H", "H", "H"], "xyz": [[1.60914, 2.18153, -0.02053], [3.05083, -0.29363, 0.19902], [-1.34856, 1.29667, -0.73804], [0.33781, -0.28655, -0.28543], [1.60970, 0.46172, -0.04838], [-0.97255, 0.31641, 0.05914], [0.38305, -1.55283, -0.73941], [-1.77599, -0.08732, 1.02637], [-1.36939, -0.91962, 1.59748], [-2.66195, 0.50776, 1.24481], [1.33410, -2.00617, -1.00256], [-0.54113, -2.10888, -0.89500], [0.34494, 2.49091, -0.39748]]}

=====

{"formula": "C5H5LaO", "method": "ωB97M-V/def2-TZVPD", "total_charge": 3, "fmax_ev_per_a": 2.81, "multiplicity": 2, "de_lowest_kcal_mol": 63.6, "species": ["La", "O", "C", "C", "C", "C", "C", "H", "H", "H", "H", "H"], "xyz": [[3.98051, 1.51818, 1.05085], [2.52375, -0.48738, 0.59893], [1.32084, -0.47934, 2.94615], [6.54479, 4.48010, 2.21588], [1.56559, -1.22021, 0.82261], [1.01188, -1.66450, 2.21850], [5.75079, 3.54006, 1.88143], [7.39266, 4.70536, 1.54785], [1.08325, -1.71923, -0.03472], [-0.04019, -1.99645, 2.22375], [6.48143, 4.99516, 3.18482], [1.72161, -2.35751, 2.73817]]}

=====

{"formula": "C5H5N", "method": "ωB97M-V/def2-TZVPD", "total_charge": 0, "fmax_ev_per_a": 0.74, "de_lowest_kcal_mol": 81.8, "species": ["N", "C", "C", "C", "C", "C", "H", "H", "H", "H", "H"], "xyz": [[0.18404, -1.57416, 0.63980], [1.20313, -0.82314, 0.43281], [-1.34030, 0.40668, 0.31487], [0.67625, 0.29335, -0.43559], [-0.34224, 1.26690, 0.09037], [-0.57177, -0.72147, -0.29485], [2.23011, -1.08308, 0.67581], [-2.25411, 0.46084, 0.90060], [-0.84606, -1.19756, -1.22979], [1.33924, 0.62568, -1.24511], [-0.27830, 2.34596, 0.15108]]}

=====

{"formula": "C5H5N", "method": "ωB97M-V/def2-TZVPD", "total_charge": 0, "fmax_ev_per_a": 1.17, "de_lowest_kcal_mol": 102.7, "species": ["N", "C", "C", "C", "C", "C", "H", "H", "H", "H", "H"], "xyz": [[1.61875, -0.71910, -1.78460], [1.14282, -0.16302, -0.88798], [-1.68625, -0.28521, -0.54930], [0.54074, 0.33502, 0.33655], [-0.91389, 0.40077, 0.51766], [1.45239, 0.59219, 1.30221], [-2.48722, 0.35926, -0.93824], [1.21087, 0.64789, 2.35778], [2.50325, 0.65836, 1.02496], [-2.23374, -1.06659, 0.00290], [-1.14773, -0.75958, -1.38195]]}

=====

{"formula": "C5H5N", "method": "ωB97M-V/def2-TZVPD", "total_charge": 0, "fmax_ev_per_a": 0.83, "de_lowest_kcal_mol": 96.5, "species": ["N", "C", "C", "C", "C", "C", "H", "H", "H", "H", "H"], "xyz": [[0.67368, -1.46149, -2.02749], [0.22377, -0.62480, -1.36889], [-0.80176, 1.53125, -1.07184], [0.49434, -0.82280, 1.49371], [-0.28562, 0.42579, -0.49819], [-0.19819, 0.37570, 0.96352], [-0.28005, -1.39737, 2.02793], [-1.15210, 2.34366, -0.44205], [-0.85636, 1.63788, -2.15364], [1.00080, -1.49360, 0.78626], [1.18149, -0.51421, 2.29069]]}

=====

{"formula": "C5H5N", "method": "ωB97M-V/def2-TZVPD", "total_charge": 0, "fmax_ev_per_a": 3.72, "de_lowest_kcal_mol": 88.0, "species": ["N", "C", "C", "C", "C", "C", "H", "H", "H", "H", "H"], "xyz": [[-2.68530, 0.93174, 0.02336], [1.92263, 0.83278, -0.24940], [0.11602, -1.02197, 0.04717], [-1.25730, -1.11312, -0.41632], [0.99677, -0.10181, -0.18809], [-1.94060, -0.05203, 0.01441], [0.67033, -1.98925, 0.29195], [2.70546, 0.82590, -0.94122], [1.89825, 1.48951, 0.62144], [-1.67096, -2.08999, -0.63006], [-3.26451, 1.39960, 0.71102]]}

=====

{"formula": "C5H5N", "method": "ωB97M-V/def2-TZVPD", "smiles": "C#CC(N)C#C", "total_charge": 0, "fmax_ev_per_a": 7.47, "de_lowest_kcal_mol": 137.0, "species": ["N", "C", "C", "C", "C", "C", "H", "H", "H", "H", "H"], "xyz": [[0.22705, 1.52217, -0.46886], [-1.39076, -0.15812, 0.22134], [-2.31634, -0.95180, -0.17687], [1.84462, -1.35656, -0.12517], [-0.06226, 0.44411, 0.41031], [0.96392, -0.55671, 0.08880], [2.55247, -2.16932, -0.33808], [1.32130, 1.69152, -0.34116], [-0.12129, 2.58426, -0.05447], [-3.07864, -1.72677, -0.78960], [0.05992, 0.67722, 1.57376]]}

=====

{"formula": "C5H5N2", "method": "ωB97M-V/def2-TZVPD", "smiles": "C#[N+][C@@H](C#N)C=C", "total_charge": 1, "fmax_ev_per_a": 5.81, "de_lowest_kcal_mol": 43.5, "species": ["N", "N", "C", "C", "C", "C", "C", "H", "H", "H", "H", "H"], "xyz": [[1.08374, -1.17229, 0.20442], [1.31403, 2.17424, -0.19451], [-1.58051, 0.65091, -0.60202], [0.25926, 0.06782, 0.87550], [1.74131, -1.69295, -0.60555], [0.87162, 1.26827, 0.31297], [-1.10419, -0.05927, 0.37204], [2.28447, -2.41999, -1.30228], [-1.79256, -0.76067, 1.07365], [0.39666, 0.21301, 1.96866], [-0.90749, 1.13866, -1.18308], [-2.56633, 0.59225, -0.91982]]}